ORCA calculation (wB97M-V/def2-TZVPD) on an isolated ion of composition C5H13N2 and charge +1 in a non-equilibrium geometry.

Last column: Mulliken charge in e.
CARTESIAN COORDINATES (ANGSTROEM)
1 H -2.793 -0.149 1.507  0.364
2 H 0.254 0.927 -1.135  0.380
3 H -0.039 2.275 -0.243  0.398
4 H 0.630 -0.968 -2.150  0.250
5 H -0.279 -1.248 1.456  0.464
6 C -0.863 0.588 0.675  0.306
7 H -1.341 1.700 -1.116  0.361
8 C -0.281 -0.850 0.441  -0.864
9 H 2.084 -0.268 -1.912  0.200
10 H -2.753 0.130 -0.201  0.487
11 C 1.108 -0.872 -0.174  0.547
12 H 3.162 -0.617 0.272  0.279
13 H -2.824 1.488 1.006  0.389
14 H 2.039 -0.975 1.698  0.289
15 H -1.000 -1.384 -0.181  0.333
16 N 1.179 -0.424 -1.508  -0.578
17 C 2.176 -0.888 0.631  -1.107
18 H -0.469 1.140 1.513  0.330
19 C -2.384 0.519 0.754  -1.587
20 N -0.526 1.435 -0.579  -0.242

## Properties
Total energy in Eh: -307.56928
Charge: +1
Spin multiplicity: 1
HOMO-LUMO gap in eV: 9.9
Energy above the lowest of the compared OMol25 structures with the same formula, charge and spin in kJ/mol: 137.4